[1]
Below is C23H39N2O3P3Ru as an isolated structure in a non-equilibrium geometry, with properties calculated with wB97M-V/def2-TZVPD.

```
71
Properties=species:S:1:pos:R:3
Ru -0.08924 0.56095 -1.72208
P 2.93730 -0.14472 -0.39958
P -2.42262 -1.70317 -0.18653
P -0.92802 3.06316 -1.17106
O -0.44380 0.58646 5.60139
O 1.17062 1.76532 0.76195
O -1.92976 0.74402 0.65212
N 0.36004 -0.97392 1.85280
N 0.15889 -1.31113 6.69923
C 0.26517 -1.25563 4.25201
C -1.41686 0.34686 -3.50091
C 1.36208 0.00135 -3.25368
C 0.74071 -2.24788 1.74152
C 3.57931 -0.19025 1.29047
C 0.18323 4.27004 -1.97437
C -3.79443 -1.29305 -1.26420
C 0.83098 1.26946 -3.54885
C 0.14660 -0.47948 3.07575
C 0.49953 -1.09968 -3.10671
C -2.98799 -2.02943 1.48233
C 0.85898 -3.11584 2.84354
C 3.29791 -1.78716 -1.09138
C 3.89087 1.17878 -1.20434
C -0.55763 1.43647 -3.66981
C -1.06303 3.81797 0.47314
C 0.60423 -2.61955 4.11750
C -2.64649 3.28324 -1.75025
C -0.02431 -0.56322 5.55805
C 0.87988 1.13619 -0.20864
C -0.89224 -0.92004 -3.20726
C -1.43995 -3.09407 -0.73524
C -1.48776 -0.02186 -0.19720
H 0.71367 -2.15053 6.71344
H 2.57699 -2.50355 -0.66966
H 4.67020 -0.30396 1.26551
H -2.14793 -2.31509 2.12521
H 1.14457 -4.15466 2.66827
H -3.55754 -1.49117 -2.31340
H 0.90593 -2.08065 -2.87033
H 3.83814 2.07458 -0.56903
H -2.80386 4.32113 -2.06758
H 4.93958 0.88828 -1.33272
H -3.72463 -2.84299 1.50618
H 3.14143 -1.02854 1.84193
H 0.05274 -0.82424 7.57921
H -0.05441 5.26595 -1.58535
H 0.07651 4.24411 -3.06984
H -1.44870 4.84093 0.34873
H -2.49676 0.49161 -3.56382
H -1.75386 3.22290 1.08025
H -1.04606 -3.64990 0.12508
H 0.66858 -3.27319 4.99411
H -3.30982 3.05065 -0.90759
H 2.42924 -0.12148 -3.16277
H -1.55240 -1.77017 -3.06900
H -0.59503 -2.75180 -1.34413
H -2.05130 -3.78629 -1.33393
H -0.08201 3.85063 0.95965
H -0.96712 2.42158 -3.86465
H -0.12855 0.57473 3.14378
H 4.31422 -2.08787 -0.80624
H -2.87656 2.59921 -2.57885
H -3.45292 -1.12895 1.89451
H 3.45651 1.43062 -2.17829
H -4.02447 -0.22550 -1.15682
H 3.30966 0.74105 1.80286
H -4.69443 -1.86005 -0.99961
H 3.19577 -1.78905 -2.18208
H 1.49590 2.11793 -3.66631
H 0.97323 -2.62550 0.74183
H 1.22333 4.01905 -1.70830
```

Properties
**Highest occupied orbital energy (alpha / beta)**: -0.6278 / -0.7313 hartree
**E_tot**: -64010.61313 eV
**Lowest unoccupied orbital energy (alpha / beta)**: -11.9969 / -15.6365 eV
**Energy above the lowest of the compared OMol25 structures with the same formula, charge and spin**: 9.2 kcal/mol
**Gap between HOMO and LUMO (alpha / beta)**: 5.0874 / 4.2621 eV
**Total charge**: +4
**Multiplicity**: 5
**Largest force on an atom**: 5.3 eV Å⁻¹



[2]
Below is the molecule C23H39NO2, with properties calculated with wB97M-V/def2-TZVPD.

```
65
Properties=species:S:1:pos:R:3
O -0.99117 2.99015 -1.31675
O -0.82087 3.26994 0.88969
N 5.16172 1.59184 -0.31781
C 4.81329 -2.72503 0.10227
C 1.11575 2.61385 -0.28144
C -6.40797 -0.95755 -0.32702
C 0.57688 -1.08525 0.01442
C 3.14330 2.12721 0.92613
C -3.98331 -0.55373 0.26840
C -7.77197 -0.34964 -0.65548
C 3.82925 1.89965 -0.27521
C 1.81459 2.48424 0.91943
C -5.35381 0.08217 0.04679
C 5.35119 -0.43439 1.10225
C 1.23139 -1.77826 -1.18024
C -0.30640 2.96459 -0.31968
C 3.12198 2.04551 -1.47964
C -0.87802 -0.71998 -0.27010
C -8.45817 0.27562 0.55359
C 5.59363 -1.41696 -0.04255
C 5.87502 0.97143 0.77608
C -2.92996 0.48681 0.64162
C 2.75728 -1.79500 -1.09947
C 3.29012 -2.56107 0.10985
C 1.79305 2.38879 -1.48255
C -1.56271 -0.12075 0.95656
H 5.50061 1.34763 -1.23652
H 5.11585 -3.22198 1.02727
H -7.89532 1.12806 0.92451
H 3.09902 -0.75935 -1.06100
H -5.28003 0.82363 -0.75239
H 0.61785 -1.73714 0.88956
H 3.15518 -2.24953 -2.01082
H 1.24753 2.48594 -2.40869
H 3.63959 1.87609 -2.41408
H 2.97963 -2.05589 1.02475
H -8.55073 -0.45262 1.35673
H -3.27948 1.03844 1.51926
H -6.52012 -1.66978 0.49426
H 5.31586 -0.95177 -0.98936
H 5.09172 -3.37834 -0.72853
H 5.79294 1.61056 1.65929
H 1.13037 -0.17283 0.24894
H -7.65018 0.40648 -1.43445
H -2.82301 1.19634 -0.18221
H -0.91841 0.66087 1.36605
H 3.65795 2.03027 1.86880
H 2.84197 -3.55767 0.12323
H -9.45511 0.61932 0.28642
H -1.76438 3.46827 0.79185
H -3.67979 -1.07126 -0.64297
H 0.94514 -1.24514 -2.09017
H -1.41464 -1.61328 -0.59522
H 5.83599 -0.79743 2.00998
H 4.28189 -0.35654 1.29869
H 6.92975 0.92423 0.49526
H 1.29901 2.65776 1.85128
H -0.90901 0.00623 -1.08557
H -4.05510 -1.29734 1.06640
H -8.41590 -1.13610 -1.05708
H -5.65534 0.60226 0.95794
H 0.85337 -2.79994 -1.26271
H -6.05491 -1.51414 -1.19899
H 6.66079 -1.64901 -0.09437
H -1.67460 -0.88947 1.72549
```

Properties
**Highest occupied orbital energy**: -0.2987 hartree
**E_tot**: -30070.87353 eV
**SMILES string**: CCCCCCCCCCCCCCCCNc1ccc(C(=O)O)cc1
**Lowest unoccupied orbital energy**: 0.8092 eV
**Energy above the lowest of the compared OMol25 structures with the same formula, charge and spin**: 0.0 kcal/mol
**Gap between HOMO and LUMO**: 8.9371 eV
**Largest force on an atom**: 0.6 eV Å⁻¹



[3]
Below is a 2-piece molecular cluster, C23H40B2Cl2F5O13S2 overall in a non-equilibrium geometry, with properties calculated with wB97M-V/def2-TZVPD.

```
87
Properties=species:S:1:pos:R:3
Cl 6.20234 -4.10178 0.27474
Cl 9.10358 -4.16309 -0.00532
S -0.53160 -2.62389 0.49625
S 0.12162 -1.08950 -2.55142
F -2.38748 0.25695 -2.60679
F -3.97051 -1.69689 -2.92342
F -2.62952 -2.73313 -4.60159
F -1.47234 -0.48361 -4.66004
F -2.26932 -3.20453 -2.19293
O 0.04245 1.14944 2.21253
O 0.01091 1.15837 -1.10203
O 0.62114 -2.58698 -2.57389
O 5.08451 -0.93261 -1.03097
O 4.15019 2.42854 -1.60254
O -7.30279 -2.79912 3.02046
O -5.34521 -0.13629 -0.68146
O 3.76979 4.80306 -0.79699
O -1.68789 -0.03694 0.26596
O -5.68281 -0.95259 2.72425
O 0.89170 -1.21328 2.76488
O 1.07109 -0.39743 -3.61110
O -3.95515 1.58793 0.41708
C -2.57194 -2.17402 -3.19945
C 6.47860 -0.77204 -0.50005
C -8.13335 -0.63410 1.73416
C -4.13285 0.29277 0.03498
C -4.76042 -1.95931 2.11876
C 7.58329 -4.97244 -0.40354
C 2.72887 -1.76466 -0.22146
C 4.34704 -1.49179 0.11411
C -0.43274 -0.76921 0.35861
C 1.01446 -1.86690 5.29074
C -1.60524 -0.85204 -3.19693
C -1.10144 5.41478 -1.21681
C 1.70068 3.05135 -0.42011
C -2.90791 -0.78699 0.43321
C -3.28807 -1.18284 2.01458
C 0.51452 -0.21058 -0.91069
C 2.11988 -0.31025 -0.63995
C 0.58741 -0.76938 4.13550
C -7.02553 -1.57012 2.55859
C -1.26933 3.78776 -1.56624
C -2.63624 3.71177 -2.52677
C 0.94715 2.13012 -1.59799
C 0.02481 3.26299 -2.42435
B 0.19304 -0.27455 1.84278
B 3.24119 3.40659 -0.96903
H -0.26370 2.73945 -3.45680
H -9.00637 -0.27403 2.42581
H 2.53912 0.46694 0.16426
H 0.07847 -1.96460 6.02063
H -8.53387 -1.30279 0.84643
H -3.09737 -1.67899 -0.31376
H -2.42263 -1.81716 2.53019
H 7.17016 -1.67176 -0.85330
H 2.30184 -2.20208 0.80421
H 0.71172 4.18556 -2.73608
H -3.60152 3.66250 -1.83765
H 2.70982 -0.01089 -1.63649
H 4.72119 1.96443 -0.92028
H 7.47750 -5.01610 -1.49020
H -0.73172 -3.05155 1.83737
H 1.69887 2.44758 0.58282
H 4.82224 -2.50456 0.50644
H 1.73940 1.79158 -2.38464
H -3.36562 -0.17407 2.60847
H -2.62108 2.80401 -3.26605
H 2.73424 -2.57972 -1.06010
H 3.06284 5.42208 -1.14661
H 0.95712 1.49861 2.45283
H 7.60143 -5.98533 0.00627
H 1.94891 -1.52076 5.90769
H -5.14266 -2.36664 1.08977
H 1.23116 -2.91758 4.76920
H -0.43572 5.97830 -2.00662
H 6.93480 0.27911 -0.75624
H -0.56608 -0.52838 4.20695
H 1.24819 0.19196 4.33762
H -1.42715 3.26492 -0.53138
H -7.56611 0.29198 1.27535
H 4.33001 -0.74638 1.04185
H -4.66252 -2.81648 2.94194
H -0.68049 5.46273 -0.11853
H -2.77023 4.68441 -3.18713
H -2.22145 5.82677 -1.18629
H 6.47952 -0.84073 0.69109
H 1.16715 4.07818 -0.23733
```

Properties
**Highest occupied orbital energy**: -0.1755 hartree
**E_tot**: -112760.05118 eV
**Lowest unoccupied orbital energy**: 1.5479 eV
**Energy above the lowest of the compared OMol25 structures with the same formula, charge and spin**: 375.8 kcal/mol
**Gap between HOMO and LUMO**: 6.3244 eV
**Total charge**: -1
**Largest force on an atom**: 10.1 eV Å⁻¹



Q: What is the energy above the lowest of the compared OMol25 structures with the same formula, charge and spin in the first record?
A: 9.2 kcal/mol



Q: Among the records above, which one has the highest E_tot?
A: C23H39NO2



Q: What is the energy above the lowest of the compared OMol25 structures with the same formula, charge and spin in the first record?
A: 9.2 kcal/mol



Q: What is the formula in the first record?
A: C23H39N2O3P3Ru